Record 1
C33H44F5IIrN7O5SiTe | ωB97M-V/def2-TZVPD

Structure (XYZ):
```
98
Properties=species:S:1:pos:R:3:forces:R:3
Ir 0.203241 0.040636 0.205356 0.23 0.65 -0.66
C -1.954894 -3.302990 -0.446929 -0.02 -0.01 0.03
C -2.304107 -2.079753 -1.234693 0.04 -0.01 0.03
C -3.420075 -2.027654 -2.048915 -0.05 0.04 0.00
C -3.686535 -0.849612 -2.747684 0.01 -0.04 0.02
C -2.859872 0.242583 -2.625873 0.05 0.05 0.00
C -1.720549 0.120090 -1.804213 0.05 -0.05 0.03
N -1.478513 -1.029075 -1.161549 0.05 -0.27 -0.17
N -0.758744 1.030485 -1.502796 -0.19 -0.23 0.14
Si -0.813657 2.600082 -2.316262 0.08 -0.02 0.09
C 0.690522 3.699707 -2.089113 0.07 -0.02 0.03
C -2.272503 3.627008 -1.760330 -0.01 -0.02 -0.04
C -0.879686 2.249202 -4.169675 -0.07 0.00 -0.01
H -2.850395 -3.856131 -0.166298 0.00 0.00 -0.03
H -1.404517 -3.023835 0.446514 0.02 -0.03 0.03
H -1.315987 -3.968264 -1.031142 0.04 0.02 0.02
H -4.063917 -2.891387 -2.136849 0.00 0.00 -0.01
H -4.563422 -0.787101 -3.379862 0.00 0.00 0.00
H -3.092150 1.164946 -3.134524 0.00 0.03 -0.01
H 0.767686 4.147126 -1.099585 -0.02 0.01 -0.01
H 0.526234 4.518483 -2.797089 0.00 0.01 0.00
H 1.649637 3.250821 -2.359439 -0.12 0.08 -0.03
H -2.160076 3.904111 -0.711430 0.01 0.01 0.04
H -3.227482 3.110105 -1.867813 0.01 -0.01 0.01
H -2.325783 4.548497 -2.346126 0.00 -0.01 0.00
H -0.813206 1.183456 -4.393627 -0.01 0.01 0.01
H -0.047379 2.750365 -4.670550 0.00 0.00 -0.01
H -1.798334 2.626331 -4.623886 0.00 0.00 0.00
C 4.130890 3.203405 -5.186343 -0.05 -0.08 -0.04
O 3.981696 2.665608 -3.874874 0.10 0.16 0.06
C 4.701792 1.576505 -3.505535 0.00 -0.07 0.00
C 5.555132 0.844412 -4.316732 -0.03 -0.01 -0.05
C 6.229557 -0.253889 -3.795340 0.01 0.00 0.01
C 6.083365 -0.617127 -2.467544 -0.01 -0.01 -0.02
C 5.238418 0.123323 -1.652923 0.00 0.00 0.04
C 4.527402 1.186391 -2.171822 -0.01 -0.02 -0.09
N 3.661800 1.975555 -1.368529 0.14 0.08 0.12
C 2.573104 1.615493 -0.642487 -0.09 -0.10 0.06
N 2.298475 2.463136 0.373940 -0.02 -0.05 0.02
C 1.040467 2.771491 0.952431 0.08 0.01 -0.01
C -0.042241 1.919259 0.912294 -0.14 -0.14 0.28
C -1.237867 2.346993 1.498604 0.02 -0.01 -0.05
C -1.322283 3.580541 2.110211 0.01 0.07 -0.01
C -0.221165 4.434042 2.160391 -0.04 -0.02 0.00
C 0.960995 4.029804 1.574100 0.07 -0.04 0.00
O 2.111015 4.759242 1.529739 -0.02 0.03 -0.03
C 2.084251 6.064886 2.099881 0.01 -0.01 0.01
N 1.845874 0.533457 -0.853045 0.12 0.19 -0.23
C 1.944326 -0.182817 -2.080443 -0.03 -0.07 -0.04
C 1.844787 0.420400 -3.326611 -0.02 0.01 -0.01
C 1.872973 -0.345356 -4.481182 -0.01 -0.03 0.01
C 1.973779 -1.728781 -4.422217 0.01 0.00 0.00
C 2.042393 -2.355778 -3.188003 -0.02 0.03 0.00
C 2.036279 -1.565704 -2.061423 0.04 -0.05 0.12
O 2.065435 -2.260005 -0.823188 -0.11 0.08 -0.11
C 3.277235 -2.239105 -0.005311 0.01 0.02 0.00
H 3.862134 4.254023 -5.122373 -0.07 -0.02 0.02
H 3.455132 2.692126 -5.873703 0.04 -0.02 -0.06
H 5.152140 3.126545 -5.551983 0.07 0.01 0.06
H 5.694423 1.101003 -5.356214 -0.03 0.04 -0.02
H 6.889816 -0.817698 -4.440355 0.00 0.00 0.00
H 6.638128 -1.452391 -2.062687 0.00 0.01 0.00
H 5.146559 -0.101756 -0.599325 -0.02 -0.03 0.04
H 3.789331 2.972857 -1.464162 -0.01 0.01 0.04
H 2.999867 3.167974 0.554147 0.02 -0.01 -0.01
H -2.108645 1.707458 1.462503 0.00 0.02 -0.01
H -2.255007 3.896416 2.559032 0.00 0.00 0.00
H -0.300068 5.395049 2.646043 0.00 0.00 0.00
H 1.898482 6.013596 3.173699 0.00 0.00 0.00
H 1.321976 6.680025 1.619314 0.00 0.00 0.00
H 3.065157 6.492741 1.919355 0.00 0.00 0.01
H 1.749264 1.495488 -3.393049 0.02 -0.09 0.01
H 1.794006 0.148134 -5.441114 0.00 0.00 -0.01
H 1.980875 -2.318135 -5.328272 0.00 0.00 0.00
H 2.091329 -3.430787 -3.076498 0.00 0.00 -0.02
H 3.122088 -2.999083 0.749054 0.00 -0.01 0.01
H 3.392185 -1.245935 0.417035 0.03 0.02 -0.02
H 4.085087 -2.502254 -0.681873 0.01 0.02 -0.01
N -3.365060 -0.943411 2.491853 0.01 -0.09 -0.02
C -2.030405 -0.937045 2.484759 0.13 -0.15 -0.08
O -1.433631 -0.590075 1.456621 -0.23 0.20 -0.05
C -1.339245 -1.371912 3.740664 0.04 0.25 0.09
I -0.985553 0.381255 4.927160 0.04 -0.03 -0.05
H -3.859415 -0.701679 1.647361 0.00 0.02 0.00
H -3.883966 -1.294796 3.278067 0.00 0.03 0.01
H -0.366988 -1.815931 3.541420 -0.05 -0.12 0.00
H -1.952829 -2.023274 4.353267 0.07 -0.11 -0.05
N 1.326984 -0.152845 1.931825 -0.06 -0.14 0.30
H 0.824748 0.255283 2.720464 0.04 0.10 -0.02
H 2.225170 0.320471 1.892958 0.01 -0.05 -0.04
H 1.463722 -1.174568 2.165014 0.16 -0.05 0.05
F 1.565582 -2.579477 2.739003 -0.08 -0.16 -0.23
Te 0.757685 -4.495863 2.052384 -0.08 0.07 0.40
F 2.288494 -4.978758 2.977205 -0.06 -0.10 0.03
F 0.267426 -6.319568 2.015067 0.02 -0.04 -0.05
F -0.109901 -4.437759 3.796522 0.00 0.05 -0.06
F 1.926856 -4.873870 0.500640 0.10 0.20 -0.01
O 0.875946 -2.025387 -0.041183 -0.29 0.01 0.18
```
Forces are in eV/Å.

**Multiplicity**: 2
**Energy above the lowest of the compared OMol25 structures with the same formula, charge and spin**: 0.0 kJ/mol
**Kohn-Sham gap (alpha / beta)**: 0.2868 / 0.2254 hartree
**Total energy**: -95296.090 eV
**Net charge**: +1
**<S²>**: 0.756

Mulliken population analysis, charges in e, atoms 1 to 6:
1 Ir 2.2434
2 C -0.5792
3 C 0.3188
4 C -0.9586
5 C -0.9140
6 C -0.8504


Record 2
C33H44IN8O2PS | ωB97M-V/def2-TZVPD

Structure (XYZ):
```
90
Properties=species:S:1:pos:R:3:forces:R:3
N 4.721846 -0.888803 1.200161 -0.27 0.38 -0.22
P 4.741168 -0.079010 -0.418181 -0.57 -2.38 1.44
C 3.022955 0.521639 -0.105637 0.40 1.16 -0.50
C 2.523077 1.700074 -0.967695 -1.07 -0.29 -0.08
C 1.759824 1.213236 -2.226621 0.54 -0.06 0.92
I 0.104871 2.523013 -2.622201 0.39 -0.33 -0.30
C 5.059501 -1.752326 -1.174536 -0.05 0.55 -0.41
C 6.558809 -1.953530 -1.461796 -0.34 -0.35 0.22
C 6.800112 -3.148238 -2.400515 0.21 0.11 0.43
C 8.227772 -3.734463 -2.282868 -0.49 -0.11 -0.72
C 8.336094 -4.989793 -1.408046 0.56 0.15 0.37
C 8.155082 -4.739163 0.111901 -0.84 0.56 -0.73
C 6.650462 -4.698536 0.454928 -0.47 -0.23 -0.08
S 6.211556 -5.654315 1.949157 -0.03 -0.22 0.04
C 4.463328 -5.400604 1.939250 2.41 0.64 0.31
N 3.545163 -6.135828 1.490783 -0.91 -0.95 -0.51
N 2.381878 -5.419988 1.712400 -1.70 -1.81 -1.09
C 2.685290 -4.332243 2.251068 0.58 1.59 0.80
O 4.024773 -4.239870 2.445950 -0.23 0.98 0.40
N 4.806297 0.631114 -2.143467 0.85 0.89 -0.11
C 5.748612 1.390072 -2.231025 0.84 0.85 -0.22
O 6.680993 2.125637 -2.249120 -1.23 -0.97 -0.16
H 5.632577 -1.289994 1.399005 -0.04 -0.04 0.22
H 4.480297 -0.242074 1.943449 0.23 -0.11 0.16
H 5.865633 0.667622 0.012321 -0.26 0.30 -0.65
H 2.324994 -0.314783 -0.180577 0.28 -0.18 0.02
H 2.977177 0.860150 0.931866 0.23 -0.26 0.02
H 1.770913 2.216289 -0.364470 0.18 0.00 0.13
H 3.280903 2.444935 -1.201449 0.09 -0.15 -0.06
H 1.326304 0.250035 -1.963217 -0.25 0.07 -0.29
H 2.420317 1.073979 -3.076658 -0.26 0.27 -0.20
H 4.675183 -2.516642 -0.499413 0.16 0.08 0.10
H 4.482260 -1.837201 -2.098766 0.12 0.24 -0.05
H 7.055003 -2.110906 -0.497177 0.14 0.00 -0.14
H 7.022483 -1.068421 -1.905413 -0.13 0.03 0.02
H 6.078270 -3.945866 -2.201686 -0.06 0.10 0.02
H 6.588763 -2.801362 -3.415057 0.12 -0.08 -0.02
H 8.917863 -2.941118 -1.978143 0.05 -0.16 0.14
H 8.524709 -4.023182 -3.296779 0.16 0.00 0.11
H 7.617779 -5.730199 -1.773122 0.00 -0.01 0.13
H 9.324829 -5.437502 -1.551839 -0.03 0.11 -0.09
H 8.711619 -5.465754 0.701870 -0.11 0.00 0.05
H 8.536639 -3.731499 0.297153 0.36 -0.24 0.34
H 6.083689 -5.131217 -0.369811 -0.02 -0.13 0.12
H 6.259480 -3.690169 0.582148 0.22 0.03 0.12
H 2.023613 -3.515729 2.536200 0.26 -0.12 -0.01
N 0.030994 -2.247159 2.552195 -0.17 -0.01 0.01
C -0.559086 -1.424068 3.420665 0.18 -0.01 0.02
C -1.926951 -1.212600 3.474227 0.04 -0.03 -0.04
C -2.732265 -1.890477 2.573832 -0.20 0.03 -0.07
C -2.139722 -2.749309 1.662876 0.05 0.06 0.06
C -0.761847 -2.892748 1.694918 0.20 -0.06 -0.06
H 0.109820 -0.912450 4.104359 -0.05 0.02 0.04
H -2.350269 -0.534384 4.202269 0.02 0.00 0.00
H -3.806919 -1.752093 2.584178 0.00 -0.02 0.08
H -2.732037 -3.297566 0.943299 0.03 -0.02 -0.01
H -0.255156 -3.558045 1.002988 -0.06 -0.04 -0.01
N -3.380991 5.658339 -2.990561 -0.06 -0.09 0.12
C -4.605287 5.965615 -2.564259 0.08 0.06 -0.16
C -5.177785 5.437088 -1.417490 0.00 -0.04 0.03
C -4.438213 4.534756 -0.671989 -0.04 -0.03 0.06
C -3.163137 4.200185 -1.098624 -0.01 0.00 0.02
C -2.685553 4.789780 -2.258037 0.03 0.07 -0.13
H -5.148219 6.673455 -3.178997 -0.06 0.03 0.09
H -6.176062 5.726950 -1.119581 0.01 0.05 -0.03
H -4.849116 4.097885 0.229762 0.00 0.00 -0.01
H -2.552010 3.499001 -0.546119 0.03 0.00 -0.03
H -1.690421 4.559710 -2.627754 -0.10 0.10 0.06
N -7.066451 8.566128 -2.017648 -0.20 -0.02 -0.05
C -7.651823 8.410474 -3.204987 0.16 -0.02 0.03
C -9.006213 8.603584 -3.429292 0.00 0.00 0.02
C -9.801184 8.976085 -2.358632 -0.10 0.02 -0.01
C -9.213807 9.141373 -1.115567 0.01 -0.01 -0.03
C -7.848968 8.926433 -1.000963 0.17 -0.02 0.04
H -6.992026 8.115151 -4.014062 -0.06 0.01 -0.05
H -9.425241 8.464938 -4.416475 0.03 -0.01 -0.01
H -10.863874 9.135648 -2.491084 0.01 0.00 0.00
H -9.799221 9.431103 -0.253733 0.02 0.00 0.01
H -7.345601 9.047785 -0.047804 -0.06 0.01 0.03
N -6.185814 -2.308642 3.501933 -0.14 -0.08 -0.02
C -6.723241 -3.004059 2.499858 0.15 0.08 -0.01
C -7.912616 -3.708185 2.600543 0.00 0.00 0.02
C -8.581973 -3.693576 3.812578 -0.08 -0.05 0.02
C -8.039804 -2.978856 4.867511 0.01 -0.01 -0.04
C -6.846113 -2.306005 4.659428 0.15 0.10 0.00
H -6.163269 -2.990216 1.570585 -0.06 -0.04 -0.04
H -8.302459 -4.253197 1.751935 0.02 0.01 -0.01
H -9.513544 -4.231785 3.933442 0.01 0.00 0.00
H -8.530725 -2.942684 5.830220 0.02 0.02 0.01
H -6.386562 -1.730832 5.455732 -0.05 -0.02 0.04
```
Forces are in eV/Å.

**Kohn-Sham gap**: 0.3582 hartree
**Total energy**: -79173.081 eV

Mulliken population analysis, charges in e, atoms 1 to 6:
1 N -0.6626
2 P 0.7509
3 C -1.1480
4 C -0.7140
5 C -0.8715
6 I 0.0776